3 unconnected molecules or ions with the total composition C29H21NO9P2, computed with the ωB97M-V functional and the def2-TZVPD basis.

Structure (ORCA input):
```
! RIJCOSX wB97M-V def2-TZVPD def2/J DEFGRID3
* xyz 0 1
N 2.276 -1.781 0.292
C 2.590 -2.565 1.424
O 2.828 -3.729 1.459
O 2.609 -1.822 2.579
P 2.860 -0.175 2.508
P 4.921 -0.157 1.734
O 5.253 -1.476 1.189
O 5.956 0.476 2.773
O 4.857 1.082 0.730
H 2.645 -2.254 -0.523
H 1.268 -1.686 0.190
H 3.059 0.016 3.893
H 6.299 -0.219 3.344
H 4.057 1.029 0.192
C 2.432 5.000 -0.097
C 1.728 6.100 -0.576
C 1.040 6.020 -1.777
C 1.054 4.838 -2.508
C 1.765 3.738 -2.030
C 2.449 3.825 -0.827
C 1.819 2.452 -2.783
O 2.420 1.493 -2.346
C 1.108 2.395 -4.092
C 1.174 1.228 -4.843
C 0.514 1.150 -6.058
C -0.219 2.235 -6.525
C -0.288 3.401 -5.781
C 0.378 3.488 -4.564
C 0.298 4.764 -3.791
O -0.354 5.703 -4.193
H 2.969 5.064 0.840
H 1.717 7.023 -0.012
H 0.484 6.863 -2.163
H 2.994 2.962 -0.475
H 1.748 0.394 -4.461
H 0.570 0.242 -6.644
H -0.737 2.170 -7.473
H -0.851 4.256 -6.127
C -4.729 -4.718 -0.610
C -5.846 -4.620 0.213
C -5.741 -4.030 1.462
C -4.515 -3.541 1.898
C -3.392 -3.649 1.074
C -3.505 -4.234 -0.182
C -2.062 -3.148 1.520
O -1.092 -3.185 0.790
C -1.971 -2.578 2.894
C -0.729 -2.169 3.355
C -0.613 -1.585 4.603
C -1.733 -1.421 5.410
C -2.974 -1.847 4.962
C -3.098 -2.428 3.703
C -4.437 -2.893 3.242
O -5.424 -2.757 3.932
H -4.816 -5.176 -1.587
H -6.800 -5.004 -0.122
H -6.599 -3.938 2.114
H -2.624 -4.303 -0.805
H 0.144 -2.336 2.742
H 0.364 -1.278 4.955
H -1.638 -0.965 6.386
H -3.860 -1.737 5.572
*
```

Computed properties:
- total energy (a.u.) = -2532.5081
- SMILES = O=C1c2ccccc2C(=O)c2ccccc21.O=C1c2ccccc2C(=O)c2ccccc21.NC(=O)OPP(=O)(O)O
- frontier orbital gap (eV) = 8.18
- ΔE to the lowest compared entry with this formula, charge and spin (kJ/mol) = 0.0

---

A molecular structure, C29H22Cl2GeO4S3Zr at a distorted geometry, computed with the ωB97M-V functional and the def2-TZVPD basis.

Structure (ORCA input):
```
! RIJCOSX wB97M-V def2-TZVPD def2/J DEFGRID3
* xyz 0 1
Zr 1.401 1.188 0.359
S -0.387 -2.560 1.394
C -0.304 -0.923 1.284
S -0.864 0.013 -0.072
S 0.393 0.065 2.538
Cl -3.668 6.204 -1.112
C -2.391 5.037 -1.066
C -1.923 4.501 -2.274
C -0.905 3.582 -2.254
Cl -0.334 2.874 -3.717
C -0.321 3.138 -1.042
O 0.626 2.253 -1.061
C -0.813 3.704 0.171
C -0.208 3.404 1.418
O 0.780 2.653 1.596
C -1.856 4.653 0.128
H -2.364 4.805 -3.213
H -0.615 3.891 2.307
H -2.227 5.075 1.054
O 2.058 -0.261 -1.148
C 2.893 -0.663 -0.306
O 2.844 -0.163 0.877
C 4.092 -1.485 -0.623
C 5.269 -0.480 -0.609
Ge 5.036 1.209 0.483
C 5.019 1.422 2.461
C 6.201 1.838 3.075
C 6.262 2.017 4.449
C 5.143 1.783 5.233
C 3.955 1.399 4.631
C 3.891 1.228 3.256
C 6.700 2.147 -0.088
C 7.939 1.550 0.161
C 9.123 2.156 -0.232
C 9.089 3.377 -0.891
C 7.869 3.983 -1.149
C 6.688 3.373 -0.749
C 3.638 2.380 -0.338
C 3.183 3.514 0.358
C 2.589 4.570 -0.323
C 2.467 4.528 -1.705
C 2.889 3.408 -2.408
C 3.453 2.341 -1.729
H 3.974 -1.972 -1.588
H 4.212 -2.233 0.160
H 5.437 -0.091 -1.616
H 6.195 -0.964 -0.304
H 7.077 2.038 2.472
H 7.189 2.342 4.906
H 5.198 1.895 6.308
H 3.069 1.212 5.226
H 2.951 0.917 2.832
H 7.974 0.592 0.672
H 10.072 1.678 -0.024
H 10.010 3.851 -1.203
H 7.837 4.935 -1.665
H 5.742 3.863 -0.956
H 3.379 3.600 1.422
H 2.256 5.447 0.219
H 2.032 5.369 -2.229
H 2.791 3.368 -3.483
H 3.809 1.490 -2.296
*
```

Computed properties:
- total energy (a.u.) = -5658.3129
- frontier orbital gap (eV) = 5.28
- ΔE to the lowest compared entry with this formula, charge and spin (kJ/mol) = 147.6

---

A molecular structure, C29H22GeI2NO2Ti, computed with the ωB97M-V functional and the def2-TZVPD basis.

Structure (ORCA input):
```
! RIJCOSX wB97M-V def2-TZVPD def2/J DEFGRID3
* xyz -1 1
Ti 1.114 -0.673 1.412
I -1.173 -5.423 1.315
C -0.956 -4.072 2.890
C -1.370 -4.433 4.177
C -1.244 -3.569 5.232
I -1.896 -4.186 7.124
C -0.677 -2.286 5.040
C -0.476 -1.308 6.042
C 0.097 -0.106 5.732
C 0.493 0.145 4.409
N 0.321 -0.743 3.457
C -0.271 -1.940 3.737
C -0.413 -2.826 2.595
O -0.021 -2.439 1.433
H -1.797 -5.414 4.330
H -0.783 -1.522 7.057
H 0.250 0.650 6.490
H 0.949 1.084 4.121
C 4.228 -0.102 1.332
O 3.018 -0.762 1.431
H 4.764 -0.106 2.292
H 4.105 0.949 1.030
H 4.886 -0.583 0.593
C 0.443 0.699 0.587
Ge -0.034 1.008 -1.187
C -1.576 -0.081 -1.790
C -2.787 0.454 -2.221
C -3.860 -0.367 -2.556
C -3.735 -1.744 -2.459
C -2.536 -2.297 -2.027
C -1.472 -1.472 -1.699
C -0.541 2.876 -1.579
C -0.854 3.332 -2.859
C -1.221 4.652 -3.084
C -1.279 5.544 -2.021
C -0.966 5.110 -0.741
C -0.598 3.787 -0.525
C 1.380 0.496 -2.471
C 2.712 0.490 -2.060
C 3.731 0.141 -2.937
C 3.431 -0.212 -4.245
C 2.108 -0.222 -4.668
C 1.095 0.126 -3.784
H -2.899 1.530 -2.292
H -4.795 0.070 -2.887
H -4.570 -2.387 -2.711
H -2.438 -3.372 -1.932
H -0.548 -1.919 -1.345
H -0.809 2.643 -3.697
H -1.460 4.987 -4.086
H -1.565 6.575 -2.192
H -1.008 5.805 0.089
H -0.349 3.440 0.472
H 2.941 0.745 -1.030
H 4.761 0.137 -2.599
H 4.223 -0.489 -4.931
H 1.865 -0.511 -5.684
H 0.062 0.090 -4.117
*
```

Computed properties:
- total energy (a.u.) = -4845.3566
- frontier orbital gap (eV) = 5.71
- ΔE to the lowest compared entry with this formula, charge and spin (kJ/mol) = 0.0

---

A molecular structure, C29H22N12O5PtS at a distorted geometry, computed with the ωB97M-V functional and the def2-TZVPD basis.

Structure (ORCA input):
```
! RIJCOSX wB97M-V def2-TZVPD def2/J DEFGRID3
* xyz 0 3
Pt -0.359 -0.015 -0.101
N 0.938 -2.765 2.711
C 0.947 -2.429 1.418
N 0.158 -1.390 1.253
C -0.327 -1.097 2.515
N 0.142 -1.947 3.420
C -1.189 0.022 2.631
C -2.054 0.279 3.698
N -2.891 1.283 3.726
C -2.868 2.107 2.648
C -2.032 1.915 1.582
N -1.165 0.882 1.530
H 1.465 -3.483 3.184
H 1.514 -2.921 0.653
H -2.058 -0.394 4.544
H -3.555 2.938 2.674
H -2.028 2.610 0.752
C 8.241 3.813 -0.335
C 6.822 3.800 -0.813
C 5.767 3.694 0.085
C 4.458 3.688 -0.354
C 4.168 3.791 -1.711
N 2.810 3.752 -2.090
C 2.298 4.034 -3.312
O 2.915 4.430 -4.272
N 0.898 3.941 -3.429
C -0.087 3.196 -2.825
C -1.423 3.459 -3.167
C -2.429 2.730 -2.571
C -2.113 1.738 -1.656
N -0.847 1.460 -1.352
C 0.138 2.165 -1.911
C 5.215 3.903 -2.618
C 6.521 3.909 -2.164
H 8.329 3.308 0.624
H 8.588 4.841 -0.213
H 8.893 3.320 -1.053
H 5.970 3.608 1.142
H 3.652 3.601 0.361
H 2.168 3.627 -1.320
H 0.603 4.406 -4.280
H -1.648 4.221 -3.898
H -3.460 2.921 -2.819
H -2.885 1.152 -1.180
H 1.139 1.856 -1.656
H 5.009 3.989 -3.670
H 7.324 3.989 -2.882
O 1.998 -2.440 -1.574
C 0.862 -2.293 -1.994
N 0.028 -1.282 -1.694
S -1.547 -1.707 -1.945
O -2.119 -2.041 -0.659
O -2.263 -0.717 -2.699
C -1.191 -3.132 -2.941
C -2.002 -3.915 -3.728
C -1.387 -4.854 -4.549
C -0.004 -4.989 -4.558
C 0.796 -4.211 -3.730
C 0.187 -3.264 -2.921
H -3.072 -3.779 -3.701
H -1.996 -5.468 -5.196
H 0.454 -5.707 -5.226
H 1.872 -4.301 -3.727
O 1.870 0.845 0.605
N 3.027 0.548 0.248
C 3.532 0.210 -0.893
C 2.857 0.104 -2.135
N 2.343 0.142 -3.161
C 4.928 -0.011 -0.947
N 6.061 -0.176 -1.013
*
```

Computed properties:
- ⟨S²⟩ = 2.04
- total energy (a.u.) = -2668.9998
- frontier orbital gap (spin up / spin down) (eV) = 5.09 / 6.10
- ΔE to the lowest compared entry with this formula, charge and spin (kJ/mol) = 128.3

---

2 unconnected molecules or ions with the total composition C29H22N2O2 at a distorted geometry, computed with the ωB97M-V functional and the def2-TZVPD basis.

Structure (ORCA input):
```
! RIJCOSX wB97M-V def2-TZVPD def2/J DEFGRID3
* xyz 0 1
C 1.592 -0.708 2.579
N 1.832 -2.051 2.458
O 1.160 -2.896 3.131
O 2.738 -2.456 1.667
C 2.397 0.278 1.937
C 3.499 -0.038 1.102
C 4.284 0.966 0.549
C 4.010 2.317 0.801
C 4.878 3.337 0.280
N 5.604 4.155 -0.144
C 2.890 2.654 1.585
C 2.105 1.657 2.142
H 0.801 -0.441 3.278
H 3.717 -1.081 0.927
H 5.133 0.693 -0.081
H 2.655 3.708 1.761
H 1.246 1.882 2.777
C -2.977 4.389 -1.351
C -3.790 3.305 -0.982
C -3.254 2.020 -0.923
C -1.905 1.787 -1.268
C -1.317 0.449 -1.167
C -1.675 -0.384 -0.092
C -1.263 -1.693 0.076
C -1.642 -2.548 1.165
C -1.148 -3.878 1.209
C -1.456 -4.723 2.267
C -2.283 -4.273 3.310
C -2.798 -2.968 3.277
C -2.493 -2.115 2.216
C -0.384 0.009 -2.206
C 0.819 -0.663 -1.907
C 1.671 -1.087 -2.928
C 1.327 -0.865 -4.270
C 0.132 -0.199 -4.586
C -0.700 0.246 -3.566
C -1.109 2.884 -1.673
C -1.631 4.174 -1.692
H -3.389 5.398 -1.376
H -4.843 3.461 -0.735
H -3.875 1.167 -0.645
H -2.373 0.047 0.628
H -0.661 -2.158 -0.706
H -0.493 -4.204 0.400
H -1.034 -5.728 2.289
H -2.508 -4.932 4.147
H -3.431 -2.607 4.088
H -2.888 -1.100 2.195
H 1.083 -0.831 -0.861
H 2.599 -1.603 -2.672
H 1.985 -1.207 -5.070
H -0.151 -0.022 -5.626
H -1.634 0.761 -3.803
H -0.065 2.704 -1.934
H -0.989 5.009 -1.977
*
```

Computed properties:
- total energy (a.u.) = -1378.0828
- frontier orbital gap (eV) = 3.39
- ΔE to the lowest compared entry with this formula, charge and spin (kJ/mol) = 49.8

---

C29H22N2O5 in the gas phase at a distorted geometry, computed with the ωB97M-V functional and the def2-TZVPD basis.

Structure (ORCA input):
```
! RIJCOSX wB97M-V def2-TZVPD def2/J DEFGRID3
* xyz 0 1
C 0.788 6.180 7.625
H 0.967 6.778 8.515
H 1.501 6.476 6.858
H -0.214 6.390 7.260
C 0.937 4.690 7.944
C 0.688 3.867 6.715
C -0.595 3.435 6.399
C -0.830 2.707 5.251
C 0.213 2.416 4.370
C 1.501 2.838 4.689
C 1.730 3.549 5.851
H 2.736 3.858 6.097
H 2.336 2.564 4.062
C -0.108 1.624 3.164
O -0.947 0.757 3.154
C 0.628 2.010 1.874
H 0.018 2.737 1.331
O 0.755 0.890 1.015
C 1.442 -0.131 1.548
O 1.977 -0.061 2.629
C 1.493 -1.319 0.665
C 0.880 -1.324 -0.584
C 0.951 -2.464 -1.371
C 1.629 -3.592 -0.919
C 2.245 -3.573 0.321
C 2.179 -2.444 1.115
H 2.646 -2.411 2.087
H 2.772 -4.449 0.667
H 1.679 -4.474 -1.537
N 0.333 -2.483 -2.643
C -0.917 -1.923 -2.913
O -1.624 -1.365 -2.116
C -1.161 -2.186 -4.355
C -0.073 -2.867 -4.865
C -0.041 -3.245 -6.224
N -1.050 -2.949 -7.007
C -2.124 -2.288 -6.538
C -3.178 -2.002 -7.431
C -4.288 -1.333 -6.995
C -4.405 -0.919 -5.656
C -3.407 -1.176 -4.757
C -2.251 -1.862 -5.176
H -3.480 -0.867 -3.726
H -5.294 -0.394 -5.343
H -5.092 -1.117 -7.683
H -3.074 -2.326 -8.454
C 1.116 -3.981 -6.801
H 0.960 -4.138 -7.864
H 2.034 -3.422 -6.635
H 1.230 -4.941 -6.300
C 0.909 -3.068 -3.779
O 1.988 -3.599 -3.818
H 0.348 -0.451 -0.923
H 1.611 2.437 2.088
H -1.823 2.357 5.011
H -1.414 3.662 7.067
H 1.945 4.502 8.319
H 0.224 4.417 8.724
*
```

Computed properties:
- total energy (a.u.) = -1604.0999
- SMILES = CCc1ccc(C(=O)COC(=O)c2cccc(N3C(=O)c4c(C)nc5ccccc5c4C3=O)c2)cc1
- frontier orbital gap (eV) = 7.91
- ΔE to the lowest compared entry with this formula, charge and spin (kJ/mol) = 14.6

---

A molecular structure, C29H23AlN5O4PS3Se2, computed with the ωB97M-V functional and the def2-TZVPD basis.

Structure (ORCA input):
```
! RIJCOSX wB97M-V def2-TZVPD def2/J DEFGRID3
* xyz 0 1
Al -0.110 1.151 -0.124
Se -2.220 0.563 1.074
P -2.697 -0.389 -0.825
Se -1.041 0.055 -2.157
C -4.273 0.222 -1.472
C -4.576 -0.002 -2.812
C -5.793 0.412 -3.325
C -6.713 1.049 -2.502
C -6.413 1.275 -1.168
C -5.192 0.863 -0.650
C -2.940 -2.166 -0.620
C -2.497 -3.049 -1.596
C -2.735 -4.407 -1.453
C -3.406 -4.882 -0.336
C -3.843 -4.000 0.643
C -3.613 -2.642 0.501
H -3.855 -0.485 -3.462
H -6.022 0.245 -4.368
H -7.662 1.375 -2.906
H -7.126 1.777 -0.528
H -4.952 1.054 0.387
H -1.938 -2.682 -2.447
H -2.380 -5.096 -2.207
H -3.581 -5.943 -0.222
H -4.354 -4.371 1.521
H -3.937 -1.956 1.274
N 6.629 -1.222 0.386
C 5.653 -0.527 -0.313
C 5.769 0.851 -0.509
C 4.763 1.551 -1.144
C 3.636 0.882 -1.600
C 3.523 -0.493 -1.439
C 4.523 -1.192 -0.792
S 2.333 1.778 -2.347
O 1.619 0.855 -3.188
O 2.841 3.000 -2.892
N 1.319 2.129 -1.102
C 0.818 3.362 -0.817
N 1.401 4.545 -0.952
C 0.717 5.566 -0.459
C -0.509 5.454 0.198
C -1.035 4.185 0.298
N -0.396 3.161 -0.250
H 7.539 -0.792 0.416
H 6.670 -2.213 0.213
H 6.645 1.371 -0.145
H 4.839 2.620 -1.286
H 2.654 -1.015 -1.816
H 4.429 -2.263 -0.656
H 1.182 6.538 -0.573
H -1.016 6.313 0.607
H -1.977 3.967 0.788
O 3.147 1.352 1.494
S 1.846 0.825 1.742
O 0.748 1.816 1.806
N 1.197 -0.193 0.647
C 1.115 -1.477 1.094
S 0.555 -2.743 0.234
C 1.555 -1.558 2.526
C 1.618 -2.685 3.330
C 2.034 -2.531 4.643
C 2.399 -1.282 5.147
C 2.359 -0.152 4.344
C 1.913 -0.326 3.050
H 1.343 -3.648 2.921
H 2.082 -3.397 5.289
H 2.725 -1.197 6.174
H 2.664 0.816 4.713
*
```

Computed properties:
- total energy (a.u.) = -8275.0907
- frontier orbital gap (eV) = 7.55
- ΔE to the lowest compared entry with this formula, charge and spin (kJ/mol) = 0.0

---

A molecular structure, C29H23AuFINO5Te, computed with the ωB97M-V functional and the def2-TZVPD basis.

Structure (ORCA input):
```
! RIJCOSX wB97M-V def2-TZVPD def2/J DEFGRID3
* xyz 1 1
Au 0.096 1.189 0.377
C 3.619 -2.863 -4.433
C 2.348 -3.611 -4.058
C 2.677 -5.016 -3.585
C 1.426 -5.753 -3.146
C 0.747 -4.983 -2.051
C 0.024 -5.616 -1.069
C -0.611 -4.877 -0.071
F -1.298 -5.542 0.863
C -0.550 -3.517 -0.028
C 0.181 -2.850 -1.022
C 0.230 -1.402 -1.006
O -0.360 -0.804 -0.039
C 0.903 -0.774 -2.069
C 1.552 -1.563 -3.001
N 1.576 -2.886 -2.992
C 0.842 -3.577 -2.023
C 0.939 0.697 -2.365
O 1.457 1.090 -3.382
O 0.351 1.561 -1.542
H 4.207 -3.502 -5.091
H 4.216 -2.648 -3.546
H 3.437 -1.936 -4.973
H 1.685 -3.674 -4.926
H 3.395 -4.961 -2.760
H 3.166 -5.539 -4.406
H 1.660 -6.760 -2.803
H 0.744 -5.857 -3.995
H -0.063 -6.695 -1.059
H -1.051 -2.954 0.746
H 2.074 -1.058 -3.799
C -0.778 4.233 -1.169
Te 0.081 3.727 0.720
C -1.932 3.906 1.383
C -2.469 5.003 0.502
C -3.501 5.838 0.910
C -3.967 6.828 0.059
C -3.396 6.993 -1.196
C -2.359 6.168 -1.604
C -1.897 5.164 -0.761
H -1.109 3.342 -1.699
H -0.014 4.732 -1.761
H -1.931 4.134 2.444
H -2.430 2.951 1.213
H -3.938 5.716 1.894
H -4.769 7.479 0.380
H -3.751 7.774 -1.855
H -1.907 6.303 -2.578
I -0.002 -1.113 9.042
C 0.015 -0.278 7.136
C -0.207 -1.089 6.031
C -0.192 -0.533 4.763
C 0.039 0.830 4.603
C 0.258 1.634 5.716
C 0.249 1.083 6.986
C 0.056 1.462 3.257
O 0.195 2.666 3.093
O -0.069 0.634 2.259
H -0.391 -2.147 6.159
H -0.361 -1.155 3.896
H 0.437 2.692 5.578
H 0.423 1.706 7.852
*
```

Computed properties:
- total energy (a.u.) = -2350.9564
- frontier orbital gap (eV) = 6.43
- ΔE to the lowest compared entry with this formula, charge and spin (kJ/mol) = 5.2